The following is a DFT calculation (wB97M-V/def2-TZVPD) of a cluster of 7 separate species, C46H43IO28S in total in a non-equilibrium geometry.

Its total charge is 0. The calculated total energy is -4581.1537 hartree. The SMILES is C=C[C@](CCCI)(OC)[C@@H](C[SH](=O)=O)OC.O=C1C=C(O)C(=O)C=C1O.O=C1C=C(O)C(=O)C=C1O.O=C1C=C(O)C(=O)C=C1O.O=C1C=C(O)C(=O)C=C1O.O=C1C=C(O)C(=O)C=C1O.O=C1C=C(O)C(=O)C=C1O. The HOMO energy comes out at -9.207 eV. As for the frontier orbital gap: 7.54 eV. The largest force on an atom comes out at 2.12 eV Å⁻¹.

```
119
Properties=species:S:1:pos:R:3:mulliken_charge:R:1
C -3.608 -2.918 -4.905 -0.94
C -2.968 -3.902 -4.275 -0.71
C -1.677 -3.786 -3.490 1.67
C -1.164 -2.356 -3.348 -1.63
C -2.092 -1.348 -2.630 -0.56
C -1.966 0.042 -3.280 -0.43
I -1.733 1.614 -1.844 0.04
O -0.657 -4.572 -4.110 -0.22
C -0.524 -4.440 -5.507 -0.82
C -1.932 -4.485 -2.135 -0.64
C -0.860 -4.254 -1.068 -1.08
S 0.717 -5.020 -1.338 1.25
O 1.601 -4.073 -1.969 -0.67
O 0.558 -6.277 -2.032 -0.85
O -3.179 -4.025 -1.653 -0.32
C -3.722 -4.794 -0.597 -0.89
H -4.678 -2.990 -5.061 0.27
H -3.114 -2.027 -5.276 0.28
H -3.363 -4.914 -4.342 0.54
H -0.225 -2.389 -2.793 0.40
H -0.900 -1.955 -4.327 0.64
H -3.135 -1.641 -2.682 0.27
H -1.783 -1.244 -1.591 0.53
H -1.085 0.111 -3.910 -0.26
H -2.829 0.287 -3.893 0.48
H 0.508 -4.693 -5.748 0.25
H -0.708 -3.424 -5.864 0.31
H -1.169 -5.140 -6.044 0.30
H -2.001 -5.556 -2.362 0.88
H -1.223 -4.668 -0.123 0.52
H -0.693 -3.192 -0.890 0.10
H 1.168 -5.287 -0.098 0.15
H -4.795 -4.614 -0.596 0.29
H -3.544 -5.863 -0.742 0.37
H -3.340 -4.461 0.372 0.32
O -2.039 1.467 4.896 -0.64
C -2.169 2.417 4.145 1.05
C -1.892 2.383 2.724 -0.99
C -2.056 3.500 2.001 0.17
O -1.828 3.567 0.698 -0.40
C -2.521 4.801 2.616 1.00
O -2.619 5.758 1.872 -0.65
C -2.822 4.826 4.034 -0.85
C -2.658 3.709 4.754 0.29
O -2.903 3.636 6.058 -0.57
H -1.558 1.452 2.290 0.46
H -2.022 4.489 0.433 0.34
H -3.165 5.755 4.466 0.46
H -2.696 2.716 6.319 0.36
O 1.094 -0.026 -4.782 -0.55
C 1.570 1.086 -4.934 1.15
C 0.802 2.312 -4.936 -1.14
C 1.432 3.478 -5.135 0.35
O 0.816 4.649 -5.164 -0.62
C 2.927 3.557 -5.353 0.96
O 3.399 4.665 -5.530 -0.48
C 3.697 2.332 -5.333 -1.00
C 3.067 1.165 -5.133 0.21
O 3.684 -0.004 -5.093 -0.60
H -0.265 2.248 -4.780 0.60
H 1.508 5.315 -5.350 0.31
H 4.766 2.399 -5.476 0.45
H 2.993 -0.677 -4.933 0.34
O 5.446 9.314 -9.385 -0.63
C 5.187 9.009 -8.234 1.06
C 4.006 8.282 -7.825 -1.00
C 3.822 8.017 -6.524 0.16
O 2.780 7.357 -6.046 -0.50
C 4.806 8.457 -5.463 1.14
O 4.531 8.181 -4.310 -0.64
C 5.998 9.167 -5.875 -1.02
C 6.184 9.428 -7.176 0.35
O 7.240 10.069 -7.654 -0.57
H 3.306 7.972 -8.589 0.43
H 2.921 7.312 -5.078 0.40
H 6.704 9.464 -5.113 0.42
H 7.108 10.119 -8.622 0.38
O 1.025 -11.807 2.619 -0.64
C 0.836 -10.736 2.069 1.07
C 1.200 -10.435 0.704 -0.89
C 0.952 -9.208 0.211 0.29
O 1.239 -8.850 -1.024 -0.54
C 0.305 -8.133 1.060 0.75
O 0.155 -7.054 0.514 -0.18
C -0.084 -8.435 2.415 -1.31
C 0.162 -9.662 2.898 0.43
O -0.150 -10.044 4.125 -0.60
H 1.662 -11.215 0.116 0.47
H 0.954 -7.918 -1.177 0.45
H -0.559 -7.658 2.992 0.51
H 0.148 -10.974 4.199 0.37
O -1.714 7.873 5.299 -0.62
C -1.402 7.914 6.477 1.20
C -1.409 6.770 7.364 -0.91
C -1.059 6.942 8.647 0.27
O -1.031 5.962 9.537 -0.58
C -0.660 8.291 9.202 0.93
O -0.378 8.337 10.385 -0.63
C -0.635 9.429 8.308 -1.01
C -0.981 9.259 7.025 0.28
O -0.989 10.234 6.130 -0.58
H -1.699 5.808 6.963 0.46
H -0.747 6.372 10.379 0.37
H -0.334 10.387 8.710 0.43
H -1.282 9.829 5.289 0.37
O 1.912 -5.564 7.880 -0.62
C 0.993 -5.276 7.138 1.01
C 0.932 -5.632 5.733 -0.87
C -0.127 -5.245 5.013 0.05
O -0.285 -5.517 3.722 -0.38
C -1.265 -4.447 5.607 1.24
O -2.168 -4.138 4.850 -0.65
C -1.215 -4.108 7.012 -1.10
C -0.157 -4.496 7.738 0.35
O -0.019 -4.237 9.028 -0.57
H 1.750 -6.202 5.315 0.47
H -1.139 -5.106 3.474 0.27
H -2.039 -3.549 7.432 0.43
H 0.836 -4.630 9.295 0.38
```

The following is a DFT calculation (wB97M-V/def2-TZVPD) of a cluster of 7 separate species, C46H44N10O14P in total in a non-equilibrium geometry.

Its total charge is +1. The calculated total energy is -3720.3174 hartree. The HOMO energy comes out at -10.447 eV. As for the frontier orbital gap: 6.40 eV. The largest force on an atom comes out at 7.28 eV Å⁻¹.

```
115
Properties=species:S:1:pos:R:3:mulliken_charge:R:1
C -6.246 2.635 1.210 -0.65
C -7.749 2.261 0.627 0.60
C -8.672 1.114 1.415 -0.59
C -10.155 0.665 0.860 -0.40
C -10.753 1.358 -0.518 -0.42
C -9.845 2.493 -1.277 -0.62
C -8.340 2.962 -0.733 0.62
C -7.560 4.074 -1.652 -0.70
N -6.083 3.816 -1.856 -0.06
C -5.594 2.602 -2.311 0.17
N -6.332 1.343 -2.709 -0.27
C -5.364 0.248 -3.098 0.23
P -6.008 -1.480 -3.593 0.33
O -7.641 -1.438 -4.199 -0.46
O -4.916 -2.339 -4.642 -0.50
N -3.975 0.838 -2.992 -0.15
N -4.164 2.165 -2.548 -0.06
H -6.028 2.058 2.232 0.31
H -6.180 3.801 1.323 0.17
H -5.408 2.263 0.452 0.09
H -8.239 0.599 2.385 0.24
H -10.806 -0.136 1.415 0.30
H -11.793 1.056 -0.988 0.30
H -10.260 2.993 -2.260 0.22
H -7.751 5.174 -1.241 0.35
H -8.051 4.059 -2.738 0.35
H -5.353 4.539 -1.610 0.29
H -7.989 -2.385 -4.048 0.39
H -4.909 -3.291 -4.276 0.40
H -3.093 0.322 -3.204 0.28
H -3.306 2.750 -2.396 0.24
C -3.222 3.228 7.448 -0.38
C -4.590 3.493 7.369 -0.47
C -5.149 3.935 6.169 -0.34
C -4.326 4.105 5.047 0.11
C -2.951 3.848 5.126 -0.28
C -2.403 3.409 6.333 -0.53
N -4.912 4.546 3.776 0.98
O -6.129 4.782 3.751 -0.57
O -4.157 4.652 2.798 -0.59
H -2.792 2.878 8.385 0.37
H -5.222 3.351 8.244 0.37
H -6.217 4.137 6.124 0.43
H -2.299 3.980 4.265 0.48
H -1.337 3.203 6.403 0.41
C 0.604 2.204 -1.432 -0.74
C 1.064 3.160 -0.525 -0.41
C 0.710 3.073 0.823 -0.29
C -0.105 2.017 1.254 -0.13
C -0.574 1.060 0.344 -0.56
C -0.215 1.159 -1.002 -0.47
N -0.459 1.905 2.674 1.11
O -0.041 2.782 3.445 -0.60
O -1.153 0.939 3.022 -0.61
H 0.888 2.273 -2.481 0.47
H 1.701 3.973 -0.868 0.37
H 1.076 3.826 1.518 0.64
H -1.210 0.238 0.664 0.50
H -0.572 0.420 -1.715 0.68
C 5.940 1.575 4.959 -0.43
C 5.711 2.951 4.939 -0.47
C 5.006 3.528 3.880 -0.44
C 4.528 2.712 2.845 0.09
C 4.764 1.330 2.860 -0.48
C 5.472 0.766 3.922 0.00
N 3.765 3.308 1.743 1.00
O 3.594 4.536 1.757 -0.61
O 3.331 2.549 0.864 -0.55
H 6.485 1.129 5.789 0.41
H 6.079 3.575 5.750 0.38
H 4.835 4.602 3.879 0.44
H 4.403 0.686 2.060 0.50
H 5.657 -0.306 3.944 0.21
C 6.225 -5.959 3.082 -0.42
C 5.896 -6.327 4.387 -0.45
C 5.761 -5.351 5.377 -0.38
C 5.954 -4.003 5.045 0.18
C 6.291 -3.631 3.737 -0.16
C 6.426 -4.616 2.756 -0.57
N 5.789 -2.970 6.075 0.92
O 5.508 -3.341 7.225 -0.58
O 5.935 -1.787 5.735 -0.57
H 6.323 -6.722 2.312 0.43
H 5.742 -7.375 4.633 0.37
H 5.505 -5.654 6.389 0.43
H 6.449 -2.589 3.467 0.35
H 6.685 -4.337 1.737 0.41
C 3.673 -2.212 -3.096 -0.48
C 4.729 -2.919 -3.673 -0.32
C 5.398 -3.900 -2.939 -0.48
C 4.996 -4.171 -1.624 0.07
C 3.942 -3.457 -1.039 -0.28
C 3.282 -2.476 -1.782 -0.49
N 5.679 -5.219 -0.856 0.99
O 6.620 -5.815 -1.402 -0.60
O 5.273 -5.451 0.292 -0.58
H 3.151 -1.451 -3.673 0.41
H 5.029 -2.707 -4.697 0.40
H 6.219 -4.443 -3.403 0.44
H 3.623 -3.653 -0.017 0.47
H 2.460 -1.919 -1.338 0.46
C 4.077 -4.782 -10.336 -0.40
C 3.748 -5.150 -9.031 -0.49
C 3.613 -4.174 -8.041 -0.18
C 3.806 -2.826 -8.373 0.13
C 4.144 -2.454 -9.681 -0.37
C 4.278 -3.439 -10.661 -0.43
N 3.641 -1.793 -7.343 0.93
O 3.361 -2.164 -6.193 -0.57
O 3.787 -0.610 -7.683 -0.59
H 4.175 -5.545 -11.106 0.37
H 3.594 -6.198 -8.785 0.36
H 3.357 -4.477 -7.029 0.44
H 4.301 -1.412 -9.951 0.42
H 4.537 -3.160 -11.681 0.37
```

The following is a DFT calculation (wB97M-V/def2-TZVPD) of a structure of composition C46H45BClF4IrN6O2S3SeSi in a non-equilibrium geometry.

Its total charge is 0. The calculated total energy is -7133.4218 hartree. The HOMO energy comes out at -8.014 eV. As for the frontier orbital gap: 5.72 eV. The largest force on an atom comes out at 2.37 eV Å⁻¹.

```
111
Properties=species:S:1:pos:R:3:mulliken_charge:R:1
Ir 0.426 -1.153 -0.631 3.10
C 3.985 -3.773 -4.734 -0.60
C 3.543 -2.469 -4.896 -0.55
C 2.394 -2.040 -4.255 -0.49
C 1.662 -2.913 -3.451 0.39
C 2.122 -4.219 -3.284 -0.18
C 3.273 -4.647 -3.926 -0.47
Si 0.055 -2.351 -2.647 0.35
C -0.936 -1.381 -3.953 -0.17
C -1.717 -2.083 -4.870 -0.26
C -2.455 -1.417 -5.838 -0.73
C -2.435 -0.031 -5.898 -0.48
C -1.653 0.682 -5.002 -0.79
C -0.907 0.012 -4.043 0.29
H 4.889 -4.105 -5.227 0.37
H 4.104 -1.777 -5.511 0.39
H 2.066 -1.014 -4.372 0.28
H 1.575 -4.903 -2.646 0.21
H 3.621 -5.662 -3.784 0.46
H -0.761 -3.577 -2.399 -0.34
H -1.743 -3.165 -4.829 0.39
H -3.058 -1.982 -6.537 0.41
H -3.023 0.490 -6.643 0.39
H -1.634 1.764 -5.044 0.47
H -0.293 0.571 -3.346 0.34
C -1.658 3.411 1.934 -1.56
C -2.104 4.543 1.003 2.68
C -2.994 5.490 1.830 -2.13
C -3.010 3.992 -0.113 -1.92
C -0.911 5.339 0.360 1.75
O -1.474 6.408 -0.415 -0.69
C 0.072 6.057 1.357 -1.30
C 1.408 5.514 1.915 -1.23
C 1.390 4.669 3.167 0.33
C 2.039 3.442 3.245 -0.10
C 2.038 2.699 4.421 -0.93
C 1.384 3.204 5.538 0.39
Cl 1.300 2.259 6.987 -0.24
C 0.774 4.444 5.499 -0.78
C 0.789 5.166 4.321 -0.13
C -0.180 4.590 -0.809 -2.77
N 0.439 3.282 -0.716 1.65
C -0.128 2.094 -0.944 -0.73
N 0.780 1.142 -0.900 -0.05
C 1.939 1.807 -0.633 -1.05
N 1.762 3.104 -0.541 -1.04
H -2.515 2.769 2.153 0.62
H -1.295 3.808 2.879 0.16
H -0.872 2.789 1.515 0.07
H -3.740 4.895 2.357 0.51
H -3.527 6.194 1.190 0.53
H -2.433 6.043 2.582 0.37
H -3.957 3.664 0.316 0.52
H -2.577 3.139 -0.630 0.30
H -3.218 4.773 -0.843 0.40
H -1.858 7.054 0.186 0.54
H -0.513 6.399 2.212 0.31
H 0.351 6.945 0.785 0.41
H 1.979 6.406 2.188 0.46
H 1.963 5.009 1.132 0.48
H 2.576 3.059 2.392 0.48
H 2.553 1.748 4.465 0.51
H 0.300 4.841 6.386 0.43
H 0.324 6.145 4.310 0.38
H 0.588 5.289 -1.139 0.45
H -0.918 4.506 -1.606 0.51
H -1.166 1.935 -1.169 0.31
H 2.902 1.333 -0.542 0.76
O 1.066 -2.436 0.907 -1.22
C 0.753 -3.719 1.323 3.59
C 1.952 -4.611 0.992 -1.17
C 2.819 -4.433 -0.042 -0.57
C 3.808 -5.445 -0.109 -1.04
C 3.686 -6.361 0.887 -0.60
S 2.370 -6.002 1.931 -0.12
C -0.500 -4.260 0.655 -0.70
C -1.777 -3.805 0.803 -0.23
C -2.709 -4.502 -0.008 -0.97
C -2.122 -5.478 -0.750 -0.76
S -0.431 -5.562 -0.473 -0.09
C 0.566 -3.716 2.831 -0.89
C -0.223 -4.495 3.622 -0.27
C -0.082 -4.184 5.001 -0.78
C 0.805 -3.178 5.217 -0.58
S 1.477 -2.583 3.752 -0.06
H 2.762 -3.610 -0.735 0.62
H 4.576 -5.473 -0.867 0.50
H 4.285 -7.238 1.067 0.46
H -2.053 -3.022 1.494 0.96
H -3.768 -4.292 -0.028 0.46
H -2.584 -6.163 -1.441 0.49
H -0.877 -5.263 3.239 0.56
H -0.626 -4.689 5.785 0.43
H 1.109 -2.754 6.159 0.50
Se -1.560 -0.152 3.348 0.29
N -3.218 -0.330 2.760 -0.89
C -3.179 -0.514 1.453 0.71
C -4.264 -0.712 0.587 -1.05
C -3.973 -0.980 -0.729 -1.19
C -2.660 -1.053 -1.191 0.15
N -1.597 -0.832 -0.418 0.31
C -1.843 -0.539 0.893 0.88
N -0.852 -0.305 1.723 -0.35
H -5.279 -0.667 0.954 0.57
H -4.773 -1.141 -1.436 0.57
H -2.446 -1.278 -2.226 -0.19
F 4.018 -0.044 -2.458 -0.30
B 4.015 -0.893 -1.370 -0.05
F 2.545 -1.147 -1.083 0.27
F 4.569 -2.115 -1.634 -0.32
F 4.514 -0.279 -0.243 -0.34
```